No. 1
A 2-piece molecular cluster, C6H8N overall. Source: the Open Molecules 2025 dataset; level of theory: ωB97M-V with the def2-TZVPD basis set.

For the HOMO energy (spin up / spin down), the calculation gives -0.5189 / -0.5189 hartree. The calculation puts the total energy at -7823.709 eV. For the energy above the lowest of the compared OMol25 structures with the same formula, charge and spin, the calculation gives 11.980 eV. The charge is +1. The orbital gap (spin up / spin down) comes out at 7.8 / 7.8 eV.

Each line ends with the Löwdin charge.
Element x y z (Å)
C 2.382 -1.416 -0.323  0.33
C 1.906 -0.322 0.115  -0.28
C -1.259 1.105 -0.700  0.13
C -0.744 -0.009 -0.158  -0.38
C 0.547 0.168 0.516  -0.18
C -1.148 -1.453 -0.069  -0.05
N 1.601 1.125 0.170  0.21
H -2.167 1.066 -1.333  0.11
H -0.942 2.060 -0.561  0.04
H 0.201 -0.481 2.381  0.32
H -0.348 -2.101 -0.697  0.14
H -1.268 -1.616 1.043  0.08
H -2.195 -1.548 -0.586  0.13
H 2.041 1.763 0.873  0.22
H 1.393 1.660 -0.672  0.19

No. 2
A 6-piece molecular cluster, C12H18N6 overall. Source: the Open Molecules 2025 dataset; level of theory: ωB97M-V with the def2-TZVPD basis set.

For the HOMO energy, the calculation gives -0.4187 hartree. The calculation puts the total energy at -21673.480 eV. For the energy above the lowest of the compared OMol25 structures with the same formula, charge and spin, the calculation gives 1.376 eV. The charge is 0. The orbital gap comes out at 11.9 eV. The structure (SMILES) is CC#N.CC#N.CC#N.CC#N.CC#N.CC#N.

Each line ends with the Löwdin charge.
Element x y z (Å)
C -6.797 1.176 6.581  -0.07
C -5.581 1.278 5.694  -0.26
N -4.657 1.309 4.995  0.10
H -7.502 2.006 6.533  0.08
H -6.425 1.221 7.605  0.07
H -7.290 0.217 6.419  0.08
C 0.327 -0.454 6.611  -0.07
C 0.070 -1.446 7.713  -0.27
N -0.134 -2.198 8.541  0.11
H 0.647 0.487 7.058  0.07
H -0.434 -0.348 5.838  0.08
H 1.166 -0.803 6.009  0.07
C -0.050 -5.448 -3.408  -0.09
C -1.304 -4.739 -3.540  -0.27
N -2.323 -4.170 -3.782  0.11
H 0.119 -5.711 -2.364  0.08
H 0.850 -4.984 -3.813  0.08
H -0.232 -6.433 -3.837  0.08
C 4.060 5.433 -5.652  -0.07
C 3.361 4.636 -4.628  -0.29
N 2.796 4.081 -3.792  0.11
H 4.872 4.872 -6.113  0.08
H 4.523 6.251 -5.099  0.08
H 3.319 5.670 -6.416  0.08
C 3.335 -0.953 -4.550  -0.07
C 4.587 -0.109 -4.627  -0.26
N 5.555 0.546 -4.676  0.10
H 2.417 -0.366 -4.552  0.08
H 3.393 -1.321 -3.525  0.07
H 3.377 -1.859 -5.155  0.07
C -1.266 0.794 0.039  -0.08
C -0.513 -0.426 -0.077  -0.30
N 0.033 -1.464 -0.129  0.11
H -1.196 1.186 1.053  0.09
H -2.299 0.616 -0.262  0.09
H -0.800 1.453 -0.693  0.09

What is the energy above the lowest of the compared OMol25 structures with the same formula, charge and spin in the first record?
11.980 eV

What is the energy above the lowest of the compared OMol25 structures with the same formula, charge and spin in the first record?
11.980 eV

Among the records above, which one has the lowest energy above the lowest of the compared OMol25 structures with the same formula, charge and spin?
C12H18N6

The lowest charge belongs to which entry?
C12H18N6